{"formula": "C6H10BrO8P", "method": "ωB97M-V/def2-TZVPD", "orbital_gap_ev": 10.085, "total_charge": 0, "symbols": ["C", "C", "O", "C", "O", "C", "O", "C", "O", "O", "C", "Br", "P", "O", "O", "O", "H", "H", "H", "H", "H", "H", "H", "H", "H", "H"], "positions_angstrom": [[-0.648, 2.125, -2.449], [-0.261, 0.657, -2.829], [-1.385, -0.229, -2.893], [0.769, 0.060, -1.800], [0.097, -0.509, -0.673], [0.982, -0.675, 0.390], [1.729, -1.889, 0.181], [1.413, -2.846, 1.151], [2.036, -3.759, 1.440], [0.174, -2.407, 1.711], [0.397, -1.024, 1.797], [1.982, -0.883, 3.000], [-0.869, 0.090, 2.629], [-0.426, 0.288, 4.031], [-2.359, -0.596, 2.738], [-0.931, 1.570, 1.956], [-0.515, 2.325, -1.362], [-1.690, 2.394, -2.724], [0.042, 2.825, -2.976], [0.192, 0.671, -3.848], [-2.092, 0.207, -2.392], [1.424, 0.921, -1.498], [1.429, -0.674, -2.315], [1.554, 0.271, 0.497], [-2.281, -1.120, 3.560], [-0.765, 2.206, 2.678]], "mulliken_charge": [-1.26, 0.20, -0.55, -0.56, -0.25, 0.20, -0.39, 0.56, -0.39, -0.41, 0.36, 0.03, 0.84, -0.72, -0.52, -0.51, 0.24, 0.42, 0.33, 0.33, 0.32, 0.35, 0.28, 0.38, 0.37, 0.36]}


{"formula": "C6H10Cl2Si", "method": "ωB97M-V/def2-TZVPD", "orbital_gap_ev": 9.050, "total_charge": 0, "e_above_lowest_kj_mol": 336.4, "symbols": ["C", "C", "C", "C", "C", "C", "Si", "Cl", "Cl", "H", "H", "H", "H", "H", "H", "H", "H", "H", "H"], "positions_angstrom": [[0.152, 0.802, -0.248], [-0.314, 0.077, 0.756], [0.207, 0.176, -1.629], [-0.390, -1.865, -0.410], [0.496, -1.300, -1.437], [0.636, 2.252, -0.129], [-0.772, -0.126, 2.551], [-2.539, -1.101, 2.817], [0.691, -1.281, 3.336], [-0.785, 0.408, -2.013], [0.926, 0.651, -2.282], [-0.119, -2.589, 0.375], [-1.410, -2.110, -0.503], [0.301, -1.891, -2.504], [1.543, -1.418, -1.158], [-0.203, 2.834, -0.447], [1.369, 2.494, -0.876], [0.946, 2.588, 0.809], [-0.735, 1.398, 2.992]], "mulliken_charge": [0.80, -0.22, -0.76, -0.90, -0.26, -1.53, 0.43, -0.23, -0.24, 0.29, 0.41, 0.33, 0.37, 0.22, 0.25, 0.35, 0.37, 0.42, -0.10]}


{"formula": "C6H10ClN", "method": "ωB97M-V/def2-TZVPD", "orbital_gap_ev": 10.057, "total_charge": 0, "smiles": "[H]/N=C\\CC/C=C(/C)Cl", "e_above_lowest_kj_mol": 183.1, "symbols": ["C", "C", "C", "C", "C", "C", "N", "Cl", "H", "H", "H", "H", "H", "H", "H", "H", "H", "H"], "positions_angstrom": [[-2.216, -0.847, -0.570], [-1.827, -0.368, 0.784], [-0.357, -0.414, 1.139], [0.464, 0.548, 0.351], [1.638, 0.290, -0.231], [2.396, 1.344, -0.900], [-1.486, -1.383, -1.459], [2.510, -1.159, 0.337], [-3.219, -0.903, -0.737], [-2.278, 0.723, 1.010], [-2.453, -0.808, 1.608], [-0.308, -0.328, 2.148], [-0.083, -1.391, 1.006], [-0.524, -1.577, -1.133], [-0.045, 1.602, 0.145], [1.644, 2.093, -1.124], [2.836, 1.005, -1.973], [3.306, 1.572, -0.401]], "mulliken_charge": [-0.10, -0.49, -1.39, -0.43, 0.97, -1.07, -0.71, -0.22, 0.45, 0.27, 0.36, 0.55, 0.49, 0.31, 0.10, 0.33, 0.27, 0.31]}


{"formula": "C6H10ClN", "method": "ωB97M-V/def2-TZVPD", "orbital_gap_ev": 8.869, "total_charge": 0, "e_above_lowest_kj_mol": 702.4, "symbols": ["C", "C", "C", "C", "C", "C", "H", "H", "H", "H", "H", "H", "H", "H", "H", "H", "N", "Cl"], "positions_angstrom": [[1.626, 1.936, 0.512], [0.399, 1.225, -0.124], [0.479, 0.090, -1.023], [1.474, -1.165, -0.868], [-0.022, -0.877, 1.050], [-0.551, 0.170, 0.085], [1.576, 1.167, 1.675], [1.494, 3.362, 0.740], [2.746, 1.728, -0.369], [-0.138, 1.817, -0.908], [0.182, 0.390, -2.061], [1.710, -2.046, -1.494], [2.512, -0.723, -0.509], [0.735, -2.711, 0.450], [0.386, -0.603, 2.115], [-0.862, -1.694, 1.286], [1.079, -1.580, 0.451], [-2.255, 0.124, -0.110]], "mulliken_charge": [-0.86, -0.10, -0.25, -0.43, -0.93, 0.55, 0.18, 0.29, 0.21, 0.31, 0.40, 0.35, 0.12, 0.26, 0.18, 0.34, -0.38, -0.21]}


{"formula": "C6H10ClN", "method": "ωB97M-V/def2-TZVPD", "orbital_gap_ev": 9.692, "total_charge": 0, "smiles": "C=C/C(=C\\Cl)CNC", "e_above_lowest_kj_mol": 147.9, "symbols": ["C", "C", "C", "C", "C", "C", "H", "H", "H", "H", "H", "H", "H", "H", "H", "H", "N", "Cl"], "positions_angstrom": [[3.178, -1.751, 0.562], [0.819, -1.289, 0.342], [-0.228, -0.259, -0.046], [-0.844, 0.402, 0.938], [-0.343, 0.014, -1.505], [-1.333, 0.475, -2.267], [2.921, -2.338, 1.488], [3.365, -2.447, -0.279], [4.147, -1.319, 0.772], [2.375, -0.175, -0.477], [0.666, -2.138, -0.360], [0.589, -1.643, 1.409], [-0.680, 0.152, 1.996], [0.501, -0.359, -2.102], [-2.247, 0.970, -1.881], [-1.305, 0.308, -3.388], [2.160, -0.746, 0.343], [-1.938, 1.686, 0.722]], "mulliken_charge": [-0.88, -0.73, 0.43, -0.14, -0.28, -0.71, 0.29, 0.31, 0.33, 0.24, 0.31, 0.37, 0.31, 0.20, 0.21, 0.22, -0.29, -0.19]}


{"formula": "C6H10ClNOS", "method": "ωB97M-V/def2-TZVPD", "orbital_gap_ev": [6.819, 7.462], "total_charge": 0, "e_above_lowest_kj_mol": 5.8, "symbols": ["C", "C", "C", "C", "C", "C", "N", "O", "S", "Cl", "H", "H", "H", "H", "H", "H", "H", "H", "H", "H"], "positions_angstrom": [[-0.781, 1.300, -0.973], [1.075, 0.022, 1.290], [-0.026, -0.639, 2.099], [0.139, -0.921, 0.673], [1.212, -1.747, -1.671], [-1.747, 0.352, -0.502], [-0.537, 2.387, -0.169], [-0.106, 1.106, -1.981], [0.259, -2.341, -0.239], [-2.812, 0.741, 0.788], [0.976, 1.075, 1.066], [2.099, -0.301, 1.423], [0.213, -1.408, 2.820], [-0.866, -0.022, 2.392], [1.095, -2.488, -2.453], [2.256, -1.648, -1.394], [0.797, -0.792, -1.986], [-2.079, -0.446, -1.143], [-1.223, 2.668, 0.511], [0.056, 3.103, -0.552]], "mulliken_charge": [0.59, -0.44, -0.53, 0.33, -0.64, -0.44, -0.41, -0.73, -0.08, -0.20, 0.21, 0.29, 0.28, 0.13, 0.36, 0.28, 0.15, 0.43, 0.18, 0.24]}


| no. | E_tot (eV) |
| --- | --- |
| 1 | -102095.7133 |
| 2 | -39306.1862 |
| 3 | -20394.5725 |
| 4 | -20389.1899 |
| 5 | -20394.9376 |
| 6 | -33276.5638 |